C30H61BrIN10OSiSr | ωB97M-V with the def2-TZVPD basis set

```
106
Properties=species:S:1:pos:R:3:forces:R:3
Sr -0.6578 -0.1942 0.5951 9.9 -6.4 -8.3
C 1.0762 -2.7992 5.0404 -0.1 0.0 0.1
N 0.4743 -1.5415 4.6105 -0.1 0.0 -0.4
C 1.4366 -0.5593 4.1278 0.0 0.0 0.0
C -0.7315 -1.5987 3.9426 0.0 0.0 -0.1
N -0.8071 -1.1313 2.7275 0.4 -1.0 1.3
C -1.9653 -0.4634 2.2375 -2.7 -1.7 5.0
C -1.6581 0.9915 2.3336 -2.0 2.4 4.4
N -1.0583 1.6395 1.2301 -1.0 7.2 2.2
C -0.6841 3.0097 1.5995 0.3 0.1 0.1
C -0.2516 3.8761 0.3997 0.1 0.2 -0.2
N 0.0786 3.1110 -0.7753 -0.2 -0.9 0.1
C 0.9513 3.4615 -1.6438 -0.2 0.3 -0.3
N 1.9402 4.4019 -1.4331 0.2 -0.1 -0.1
C 2.4147 5.2737 -2.4904 0.0 0.1 0.1
C 2.8465 4.2300 -0.3106 0.0 0.0 0.0
N 0.8640 2.9608 -2.9426 0.3 -0.2 0.4
C 2.0772 2.4100 -3.5465 -0.2 0.3 0.0
C -0.2926 2.1703 -3.3018 -0.1 0.2 0.0
C -2.1829 1.6541 0.3550 -3.0 3.5 -1.5
C -3.0775 0.4659 0.1402 -3.2 1.3 -1.8
N -2.5437 -0.5501 -0.7116 -1.2 -0.7 -1.3
C -3.1769 -0.8078 -1.8318 0.2 -0.4 0.0
N -2.7871 -1.8549 -2.6126 0.1 0.3 0.0
C -1.7973 -2.7938 -2.1212 -0.1 0.0 0.2
C -2.6267 -1.5952 -4.0454 -0.1 -0.1 0.0
N -4.2823 -0.1233 -2.3066 0.0 0.1 0.0
C -5.3559 -0.8375 -2.9798 -0.1 0.1 0.1
C -4.2373 1.2982 -2.6058 0.0 0.1 0.1
N -1.7793 -2.1206 4.6524 0.2 0.1 -0.2
C -2.8648 -2.8299 4.0039 -0.1 0.0 -0.1
C -1.7956 -2.1573 6.1035 0.0 0.0 0.0
H 1.6863 -3.2236 4.2363 0.0 0.0 0.1
H 0.2994 -3.5142 5.3033 0.1 0.0 0.0
H 1.7046 -2.6255 5.9133 0.0 0.0 0.0
H 1.9005 -0.8467 3.1790 0.0 0.0 0.1
H 2.2075 -0.4260 4.8863 0.0 -0.1 0.0
H 0.9360 0.3964 3.9953 0.0 0.0 0.0
H -2.8926 -0.5758 2.7994 0.0 -0.4 0.2
H -2.1992 -0.7424 1.2445 -2.5 -2.1 1.6
H -1.1212 1.1686 3.2681 0.4 -0.2 -0.2
H -2.6335 1.4702 2.5541 0.2 0.1 -0.2
H 0.1139 2.9057 2.3383 0.1 0.1 -0.1
H -1.5449 3.4749 2.1017 0.1 0.1 0.0
H 0.5392 4.5491 0.7452 -0.1 0.0 0.0
H -1.1102 4.5001 0.1239 0.1 0.1 0.1
H 1.6999 5.2841 -3.3084 0.0 0.0 0.0
H 3.3947 4.9724 -2.8766 0.0 0.0 0.0
H 2.5116 6.2883 -2.0969 0.0 0.0 0.0
H 2.5793 3.3348 0.2497 0.0 0.0 0.0
H 2.8356 5.0981 0.3546 0.0 0.0 0.0
H 3.8701 4.0954 -0.6765 0.0 0.0 0.0
H 2.0176 2.5265 -4.6303 0.1 -0.1 0.0
H 2.1685 1.3526 -3.2936 0.0 -0.1 0.0
H 2.9606 2.9252 -3.1849 0.0 -0.1 0.0
H -1.1765 2.5826 -2.8252 0.0 0.0 0.0
H -0.1780 1.1186 -3.0005 0.0 0.0 0.0
H -0.4247 2.2272 -4.3846 0.0 -0.1 0.0
H -2.0031 2.1360 -0.6050 0.8 -0.4 -0.1
H -2.9211 2.3515 0.8031 0.3 0.0 0.1
H -3.9229 0.9559 -0.3463 0.1 0.1 -0.3
H -3.6354 0.1578 1.0219 0.3 -0.4 0.1
H -2.0641 -3.1390 -1.1251 0.0 0.0 0.0
H -0.8116 -2.3296 -2.0481 0.0 -0.1 -0.1
H -1.7759 -3.6436 -2.8016 0.0 0.0 0.0
H -3.1555 -0.6955 -4.3470 0.0 0.0 0.0
H -3.0008 -2.4376 -4.6275 0.0 0.0 0.0
H -1.5642 -1.4535 -4.2672 0.0 0.0 0.0
H -5.2513 -1.9049 -2.8115 0.0 0.0 0.0
H -5.3672 -0.6404 -4.0565 0.0 -0.1 0.0
H -6.3119 -0.5035 -2.5695 0.0 0.0 0.0
H -3.2809 1.7260 -2.3196 0.1 0.0 0.0
H -5.0337 1.8459 -2.0926 0.0 0.0 0.0
H -4.3587 1.4561 -3.6825 0.0 0.0 0.0
H -2.6647 -2.9395 2.9415 0.1 0.0 0.0
H -3.8238 -2.3177 4.1323 0.0 0.0 0.0
H -2.9566 -3.8304 4.4340 0.0 0.0 0.0
H -1.0004 -1.5286 6.4920 0.0 0.0 0.0
H -1.6638 -3.1762 6.4787 0.0 0.0 0.0
H -2.7575 -1.7830 6.4613 0.0 0.0 0.0
C 2.0560 -3.6871 -1.9570 -0.2 0.0 0.4
Si 1.2008 -3.5366 -0.2766 -0.7 0.9 0.6
C -0.1121 -4.8688 -0.0413 0.2 0.1 0.0
C 2.3400 -3.4201 1.2396 -0.1 -0.3 -0.5
O 0.4056 -2.0177 -0.1457 -0.7 -3.6 -0.5
H 2.1700 -4.7189 -2.2903 0.0 0.0 0.0
H 3.0314 -3.2057 -1.9089 0.1 -0.1 -0.1
H 1.4766 -3.1347 -2.7007 0.0 -0.1 0.0
H 0.3055 -5.7371 0.4706 0.0 0.0 0.0
H -0.5352 -5.2188 -0.9834 -0.1 0.0 0.0
H -0.9129 -4.4623 0.5801 0.0 -0.1 0.0
H 2.4539 -4.3202 1.8436 -0.1 -0.1 0.0
H 1.8440 -2.6348 1.8142 0.1 -0.1 0.2
H 3.3305 -3.0637 0.9621 0.1 0.0 0.1
Br 4.2827 0.3902 1.8709 0.0 0.1 0.1
C 4.8420 0.7136 0.0751 -0.3 -0.1 -0.7
C 6.0779 1.3238 -0.0818 -0.1 -0.1 0.1
C 6.5595 1.5511 -1.3599 0.1 0.0 0.1
C 5.8225 1.1358 -2.4535 0.0 0.0 -0.3
C 4.5866 0.5295 -2.2799 -0.3 -0.2 0.2
C 4.0412 0.3294 -1.0121 -0.7 0.4 1.0
I 1.9509 -0.6743 -0.5888 5.0 1.8 -1.8
H 6.6517 1.6099 0.7894 0.0 0.0 0.0
H 7.5180 2.0350 -1.4920 0.0 0.0 0.0
H 6.2130 1.2887 -3.4522 0.0 0.0 0.0
H 4.0341 0.1749 -3.1423 0.0 0.1 -0.1
```
Forces are in eV/Å.

Values from the calculation:
- Kohn-Sham gap (eV) = 7.65
- total energy (eV) = -135894.317
- total charge = +1
- energy above the lowest of the compared OMol25 structures with the same formula, charge and spin (kJ/mol) = 962.3